# 1
Computed, not measured: a molecular structure, C46H38IN4O2PV, with the ωB97M-V functional and the def2-TZVPD basis.

XYZ file:
```
93
Properties=species:S:1:pos:R:3:forces:R:3
V 1.39156 -0.56108 -0.41602 1.5 -0.2 0.3
C -11.98272 1.76407 0.37359 0.1 -0.1 0.0
O -11.34371 0.48709 0.32649 0.1 0.1 0.0
C -10.00239 0.45525 0.22835 -0.3 0.1 0.0
C -9.43147 -0.81763 0.16955 0.1 -0.1 0.0
C -8.06652 -0.94813 0.07051 -0.1 -0.2 0.0
C -7.23812 0.17591 0.02925 0.3 -0.1 0.0
C -7.81649 1.43572 0.08639 -0.1 0.2 0.0
C -9.19082 1.58757 0.18645 0.2 0.0 0.0
C -5.78311 0.06060 -0.07482 -0.2 0.0 0.0
N -4.93111 1.06436 -0.16666 0.1 -0.2 0.0
C -3.70232 0.47596 -0.23398 0.1 0.6 -0.1
C -3.78453 -0.89129 -0.18463 -0.2 -0.5 0.0
N -5.13180 -1.14693 -0.08359 0.1 -0.1 0.0
C -2.64984 -1.75481 -0.24186 -0.2 0.0 -0.1
C -2.65504 -3.15750 -0.18643 -0.2 0.0 0.0
C -1.46884 -3.84101 -0.24871 0.1 -0.1 0.0
C -0.26716 -3.13945 -0.36925 -0.1 0.4 0.0
N -0.22041 -1.80731 -0.43231 -1.1 -0.7 0.1
C -1.40677 -1.12281 -0.37412 0.4 0.1 0.0
C -1.30397 0.31007 -0.40407 0.3 -0.1 -0.1
N -0.03944 0.82373 -0.45972 -0.9 0.6 0.0
C 0.11874 2.14641 -0.42609 -0.1 -0.3 0.0
C -0.96438 3.02194 -0.36271 0.1 0.1 0.0
C -2.23920 2.51443 -0.31878 -0.2 0.1 0.0
C -2.42984 1.12507 -0.32918 -0.2 0.1 0.0
H -13.04597 1.56243 0.43336 0.0 0.0 0.0
H -11.76944 2.33640 -0.52987 0.0 0.0 0.0
H -11.66392 2.32077 1.25573 0.0 0.0 0.0
H -10.08227 -1.68152 0.20359 0.0 0.0 0.0
H -7.65824 -1.95236 0.02327 0.0 0.0 0.0
H -7.17871 2.30984 0.05415 0.0 0.0 0.0
H -9.61475 2.57910 0.23469 0.0 0.0 0.0
H -5.57577 -2.04410 0.00743 0.0 0.0 0.0
H -3.58749 -3.70046 -0.08933 0.0 0.0 0.0
H -1.44694 -4.92136 -0.20409 0.0 0.0 0.0
H 0.67954 -3.66077 -0.40733 0.0 0.0 0.0
H 1.13782 2.51133 -0.44405 0.0 0.0 0.0
H -0.78343 4.08773 -0.34301 0.0 0.0 0.0
H -3.10422 3.16429 -0.26307 0.0 0.0 0.0
I 0.97734 -0.57040 2.35302 -0.1 -0.1 -0.3
C 2.44249 0.43774 3.45856 0.1 0.1 -0.2
C 2.22472 0.30147 4.79776 0.2 0.2 0.3
C 2.90892 1.12636 5.71673 -0.1 -0.2 0.0
C 3.70055 2.12074 5.24143 0.1 0.1 -0.1
C 3.92846 2.27995 3.84942 0.0 0.1 0.0
C 4.70407 3.38163 3.41046 0.0 0.0 0.1
C 4.94744 3.58113 2.09046 0.0 0.0 -0.2
C 4.53500 2.60020 1.16780 0.1 0.1 0.1
C 3.81576 1.48794 1.53881 0.0 -0.1 0.2
P 3.61919 0.26295 0.19658 0.3 0.2 -0.1
C 3.83643 -1.43664 0.81025 -0.1 0.0 -0.1
C 3.38495 -2.39354 -0.10620 0.0 -0.2 -0.1
C 3.41008 -3.75045 0.20725 0.1 0.1 0.1
C 3.88992 -4.15221 1.44438 0.0 0.0 0.0
C 4.36309 -3.20278 2.34757 0.0 0.0 0.0
C 4.33643 -1.84887 2.03881 0.0 -0.1 0.1
C 5.17817 0.39063 -0.75855 0.0 0.0 0.0
C 5.16203 0.19400 -2.13349 0.0 0.0 -0.1
C 6.34950 0.14689 -2.86056 -0.1 0.0 0.1
C 7.56076 0.28858 -2.20714 0.0 0.0 0.1
C 7.58873 0.45899 -0.82392 0.0 0.0 -0.1
C 6.40825 0.50342 -0.10443 0.0 0.0 0.0
C 3.37749 1.36789 2.90469 -0.1 0.0 0.1
H 1.49235 -0.40611 5.16499 0.0 0.0 0.0
H 2.74536 0.99889 6.77850 0.0 0.0 0.0
H 4.17308 2.82069 5.92095 0.0 0.0 0.0
H 5.08505 4.07066 4.15489 0.0 0.0 0.0
H 5.50904 4.44097 1.75010 0.0 0.0 0.0
H 4.86144 2.70684 0.14175 0.0 0.0 0.0
H 3.12910 -2.09299 -1.12791 0.0 0.0 0.0
H 3.09743 -4.48836 -0.52157 0.0 0.0 0.0
H 3.92685 -5.20479 1.69584 0.0 0.1 0.0
H 4.76548 -3.52478 3.29994 0.0 0.0 0.0
H 4.70456 -1.12378 2.75438 0.0 0.0 0.0
H 4.22587 0.04422 -2.65112 -0.1 0.0 0.0
H 6.32243 -0.00316 -3.93280 0.0 0.0 0.0
H 8.48614 0.25706 -2.76779 0.0 0.0 0.0
H 8.53626 0.55299 -0.30800 0.0 0.0 0.0
H 6.44760 0.63439 0.97086 0.0 0.0 0.0
C 1.12948 -1.10443 -4.79550 0.0 0.1 -0.1
C 1.64708 0.35052 -4.74206 0.0 0.0 -0.1
C 1.65198 0.70463 -3.25841 -0.1 -0.3 0.1
O 1.50121 -0.57295 -2.55290 -0.1 0.1 -0.2
C 0.60265 -1.35555 -3.39990 0.3 0.1 0.2
H 1.94030 -1.79576 -5.01922 0.0 0.0 0.0
H 0.35193 -1.24506 -5.54370 0.0 0.0 0.0
H 0.99247 1.02872 -5.28526 0.0 0.0 0.0
H 2.64199 0.43596 -5.17244 0.0 0.0 0.0
H 0.80340 1.33369 -2.99086 -0.1 0.0 0.0
H 2.55992 1.17244 -2.89910 0.1 0.0 0.1
H -0.41729 -0.99349 -3.25686 -0.1 0.1 0.0
H 0.67054 -2.38859 -3.07560 0.0 -0.1 0.0
```
Positions in Å, forces in eV/Å.

Summary:
Energy above the lowest of the compared OMol25 structures with the same formula, charge and spin in kJ/mol: 35.50
Molar mass in g/mol: 887.66
Multiplicity: 2
Max |F| in eV/A: 1.5
⟨S²⟩: 0.759
LUMO (alpha / beta) in Ha: -0.2050 / -0.2059
Total charge: +2

Partial atomic charges computed with the Löwdin method, in multiples of e: 0.458, -0.052, -0.060, -0.273, 0.018, -0.024, -0.166, -0.009, 0.007, -0.229, 0.199, -0.171, -0.117, 0.192, -0.052, 0.035, -0.011, -0.092, -0.042, -0.158, -0.154, -0.061, -0.095, -0.004, 0.056, -0.051, 0.098, 0.099, 0.099, 0.129, 0.106, 0.117, 0.109, 0.152, 0.129, 0.125, 0.107, 0.122, 0.124, 0.136, 1.327, -0.570, -0.157, -0.045, -0.007, -0.146, -0.004, -0.039, -0.097, -0.298, 1.017, -0.425, -0.168, -0.066, -0.044, -0.033, -0.081, -0.353, -0.089, -0.059, -0.053, -0.049, -0.084, -0.193, 0.091, 0.121, 0.128, 0.128, 0.121, 0.109, 0.098, 0.117, 0.119, 0.121, 0.116, 0.075, 0.113, 0.116, 0.117, 0.116, -0.122, -0.115, -0.157, -0.296, -0.153, 0.122, 0.126, 0.122, 0.117, 0.115, 0.105, 0.132, 0.123



# 2
Computed, not measured: 2 unconnected molecules or ions with the total composition CH3N2O, with the ωB97M-V functional and the def2-TZVPD basis.

XYZ file:
```
7
Properties=species:S:1:pos:R:3:forces:R:3
C 0.10883 -0.07857 0.02977 1.2 -0.9 0.8
N 1.09466 0.72745 -0.12701 4.4 6.7 2.5
N -1.09154 -0.36263 -0.18793 -2.7 -0.6 -1.8
O 1.27374 -0.64476 0.31948 -1.4 -2.3 0.3
H 1.64277 1.51617 0.97016 -2.5 -2.4 -3.7
H -1.74196 0.20918 -0.82848 1.4 -0.7 1.7
H -1.28650 -1.36683 -0.17600 -0.3 0.2 0.2
```
Positions in Å, forces in eV/Å.

Summary:
Energy above the lowest of the compared OMol25 structures with the same formula, charge and spin in kJ/mol: 418.01
Molar mass in g/mol: 59.05
Max |F| in eV/A: 8.4
LUMO in Ha: -0.2227
Total charge: +1

Partial atomic charges computed with the Löwdin method, in multiples of e: -0.442, 0.181, 0.316, 0.151, 0.384, 0.229, 0.180